This record from the Open Molecules 2025 dataset describes a structure of composition C39H38F9MnN11O5P2S. The level of theory is ωB97M-V/def2-TZVPD.

Computed properties:
energy above the lowest of the compared OMol25 structures with the same formula, charge and spin	0.0	kcal/mol
<S²>	6.16
LUMO energy (alpha / beta)	-5.6 / -4.4	eV
frontier orbital gap (alpha / beta)	3.176 / 4.472	eV

Structure (ORCA input):
```
! RIJCOSX wB97M-V def2-TZVPD def2/J DEFGRID3
* xyz 1 5
Mn 1.8089 -0.2019 -0.4362
C -3.8571 0.3964 0.0346
N -2.4600 0.2640 -0.4312
C -1.3874 -0.1497 0.2199
N -0.3333 -0.1237 -0.5925
C -0.8613 0.3922 -1.7522
N -2.1351 0.6424 -1.6915
C -4.0924 1.6945 0.7630
C -5.0418 2.6037 0.3205
C -5.2574 3.7838 1.0282
C -4.5280 4.0633 2.1720
C -3.5763 3.1485 2.6146
C -3.3682 1.9721 1.9124
C -2.7773 3.4176 3.8146
N -2.7633 4.4392 4.5860
N -1.7620 4.1846 5.5469
C -1.2779 3.0385 5.2519
O -1.8734 2.4717 4.1755
C -0.1692 2.2996 5.8639
C 0.5272 2.8367 6.9441
C 1.5990 2.1428 7.4792
C 1.9965 0.9252 6.9332
C 1.3005 0.3924 5.8593
C 1.7239 -0.9037 5.2193
N 2.1288 -0.6985 3.8087
C 1.4647 -0.9831 2.7017
N 2.1281 -0.4984 1.6552
C 3.2166 0.1081 2.2289
N 3.2509 0.0057 3.5279
C 0.2131 1.0766 5.3356
H -4.0703 -0.4619 0.6689
H -4.4673 0.3165 -0.8590
H -1.4106 -0.5100 1.2358
H -0.2911 0.5534 -2.6518
H -5.6157 2.3968 -0.5761
H -5.9995 4.4895 0.6789
H -4.6850 4.9805 2.7271
H -2.6273 1.2711 2.2797
H 0.2218 3.7938 7.3494
H 2.1410 2.5568 8.3196
H 2.8509 0.3992 7.3452
H 0.9102 -1.6272 5.1966
H 2.5735 -1.3465 5.7303
H 0.5370 -1.5364 2.6828
H 3.9587 0.6584 1.6718
H -0.3392 0.6695 4.4946
C 4.1220 -2.5310 0.4040
P 2.6834 -2.3963 -0.7084
C 1.7742 -3.9118 -0.3591
C 3.4464 -2.6040 -2.3517
C 4.1539 -1.3267 -2.8051
P 3.3508 0.2202 -2.2199
C 4.7245 1.2611 -1.6843
C 2.6750 1.1057 -3.6363
H 4.6913 -3.4133 0.1084
H 3.8043 -2.6425 1.4389
H 4.7733 -1.6578 0.3416
H 2.5145 -4.7138 -0.3641
H 1.0138 -4.0962 -1.1114
H 1.3063 -3.8745 0.6249
H 2.6746 -2.9201 -3.0466
H 4.1612 -3.4234 -2.2591
H 4.2436 -1.2849 -3.8917
H 5.1678 -1.2979 -2.4035
H 5.4931 1.1921 -2.4561
H 5.1393 0.9404 -0.7292
H 4.3902 2.2895 -1.5870
H 3.5134 1.3180 -4.3019
H 2.2441 2.0423 -3.2868
H 1.9120 0.5433 -4.1686
O -6.1481 -2.7748 -2.7915
S -6.4456 -3.9025 -3.6653
O -7.6102 -3.7464 -4.5078
O -6.2734 -5.2116 -3.0460
C -5.0669 -3.8976 -4.7950
N -5.1699 -4.3807 -6.0557
C -4.0597 -4.4444 -6.7722
C -2.8105 -4.0460 -6.3068
C -2.8189 -3.5572 -5.0244
N -3.9027 -3.4703 -4.2793
C -1.6305 -3.0942 -4.2591
C -1.7617 -3.1124 -2.8731
C -0.7551 -2.5998 -2.1016
N 0.3729 -2.0638 -2.5913
C 0.5055 -2.0779 -3.9292
C -0.4544 -2.5773 -4.7938
H -4.1613 -4.8474 -7.7753
H -1.9154 -4.1369 -6.9093
H -2.6862 -3.4783 -2.4424
H -0.8694 -2.5663 -1.0203
H 1.4084 -1.6350 -4.3402
H -0.3143 -2.5075 -5.8662
F 0.3025 1.7492 1.8777
C 1.0994 2.8143 1.7075
F 0.4252 3.9015 2.0352
F 2.1163 2.6712 2.5567
C 1.6177 2.8708 0.2340
O 2.0296 1.6427 -0.2005
C 2.8582 3.8169 0.1705
F 2.6871 4.9324 0.8513
F 3.1199 4.1233 -1.1076
F 3.9388 3.1920 0.6505
C 0.4770 3.4470 -0.6767
F 0.6868 3.0841 -1.9504
F 0.4160 4.7669 -0.6254
F -0.7049 2.9535 -0.3118
*
```

These are the Mulliken partial charges, in e, on atoms 1 to 6: atom 1 (Mn): -0.210, atom 2 (C): -1.599, atom 3 (N): 1.049, atom 4 (C): -1.023, atom 5 (N): 1.756, atom 6 (C): -1.443

=====

This record from the Open Molecules 2025 dataset describes a cluster of 3 separate species, C11H24BrN3O5P in total. The level of theory is ωB97M-V/def2-TZVPD.

Computed properties:
LUMO energy	-3.1	eV
frontier orbital gap	8.867	eV

Structure (ORCA input):
```
! RIJCOSX wB97M-V def2-TZVPD def2/J DEFGRID3
* xyz 1 1
N -0.2479 -3.2731 1.2499
C 0.6771 -2.4836 0.7757
N 0.5770 -1.7906 -0.3706
C 1.7485 -0.8954 -0.4646
C 2.2512 -0.8993 0.9947
P 1.6542 0.4957 2.1250
O 1.0765 -0.4919 3.2866
Br -0.2720 1.1345 1.1240
N 1.8375 -2.2334 1.5072
H -1.1111 -3.4209 0.7524
H -0.1062 -3.6884 2.1573
H 0.3539 -2.3376 -1.1946
H 1.4302 0.0837 -0.8020
H 2.4809 -1.2812 -1.1715
H 3.3395 -0.8449 1.0069
H 0.6830 0.0368 3.9969
H 2.5269 -2.9308 1.2317
O -0.6734 3.5468 5.5131
C -1.5723 3.6892 4.7307
O -2.0758 4.9179 4.5346
C -3.0592 5.2054 3.5324
C -4.4656 4.9155 4.0101
C -2.1637 2.4994 4.0067
H -2.8224 4.6818 2.6050
H -2.9358 6.2688 3.3385
H -4.6099 3.8563 4.2253
H -5.1875 5.2101 3.2483
H -4.6740 5.4755 4.9208
H -2.9027 2.0280 4.6542
H -1.3463 1.8054 3.8400
H -2.6231 2.7206 3.0473
O 1.3028 -0.2999 -3.2743
C 1.2426 -1.1111 -4.1613
O 1.5366 -2.3938 -3.8487
C 1.4171 -3.4698 -4.8028
C 2.6399 -3.5893 -5.6833
C 0.9068 -0.7294 -5.5780
H 0.5003 -3.3587 -5.3804
H 1.3030 -4.3598 -4.1866
H 2.7816 -2.7023 -6.3001
H 2.5380 -4.4495 -6.3442
H 3.5332 -3.7241 -5.0743
H 1.8224 -0.3866 -6.0605
H 0.2097 0.1029 -5.5435
H 0.4782 -1.5288 -6.1739
*
```

These are the Mulliken partial charges, in e, on atoms 1 to 6: atom 1 (N): -0.302, atom 2 (C): 0.338, atom 3 (N): -0.052, atom 4 (C): -0.927, atom 5 (C): 0.065, atom 6 (P): 0.140

=====

This record from the Open Molecules 2025 dataset describes a cluster of 4 separate species, C42H84N5O11PS3 in total. The level of theory is ωB97M-V/def2-TZVPD.

Computed properties:
energy above the lowest of the compared OMol25 structures with the same formula, charge and spin	420.8	kcal/mol
LUMO energy	-1.4	eV
SMILES	CCCCO[C@]1(P(O)O)[C@H](O)[C@](COC(C)=O)(C[C@H](C)O)S(=O)(=O)O[C@@]1(CCCSC(=S)n1ccnc1)C[C@H]1CO1.CCN(CC)CC.CCN(CC)CC.CCN(CC)CC
frontier orbital gap	6.457	eV

Structure (ORCA input):
```
! RIJCOSX wB97M-V def2-TZVPD def2/J DEFGRID3
* xyz 0 1
C 5.9792 -4.5776 3.1454
C 5.3522 -3.9476 1.7287
C 3.7859 -3.4038 1.9502
C 3.3343 -2.6138 0.5436
O 1.9294 -2.8123 0.3909
C 1.2132 -2.1514 -0.6661
P -0.1215 -3.5470 -1.0677
O -0.6104 -4.3476 0.3982
O -1.4556 -2.8628 -1.9514
C 1.8864 -1.9286 -2.1154
O 2.8503 -2.9656 -2.5662
C 2.3932 -0.3761 -2.4939
C 2.4857 -0.4558 -4.1727
O 2.8818 0.8238 -4.7834
C 2.2608 1.0113 -6.1037
C 1.6632 2.4854 -6.5091
O 2.1697 0.0323 -7.0153
C 3.8913 -0.0147 -2.0441
C 4.2493 1.4617 -1.4759
C 4.3435 2.6618 -2.5989
O 5.6299 1.3620 -0.8920
S 0.9655 0.7107 -2.1218
O 0.1567 0.9297 -3.4706
O 1.2058 2.1527 -1.6407
O -0.1567 -0.1169 -1.1561
C 0.4536 -0.8292 -0.0062
C 1.4207 0.1658 0.8432
C 1.6794 -0.1573 2.4087
C 2.5630 1.1193 3.0343
S 1.5938 2.7101 3.1862
C 2.0558 3.9171 1.7813
S 3.7245 4.2393 1.5122
N 1.0040 4.5537 0.8963
C 1.4086 5.1278 -0.4549
C -0.0222 5.6477 -1.0952
N -1.1620 5.4170 -0.1195
C -0.4862 4.7595 1.0694
C -0.8429 -1.1777 0.9323
C -1.7058 0.3693 1.1692
C -2.6773 0.4198 2.5987
O -1.2525 1.2234 2.3839
H 6.1023 -3.7545 3.9819
H 7.0691 -4.9529 2.8932
H 5.3369 -5.4654 3.5679
H 5.4423 -4.7499 0.8818
H 6.0279 -2.9987 1.4717
H 3.8325 -2.6924 2.8771
H 3.0690 -4.3228 2.0641
H 4.0553 -3.0430 -0.2715
H 3.6933 -1.4894 0.7271
H -1.5899 -4.2305 0.5901
H -2.2769 -3.3340 -1.5733
H 0.9890 -2.0579 -2.9012
H 2.5711 -3.2694 -3.4999
H 3.3777 -1.2120 -4.4160
H 1.5349 -0.9193 -4.6621
H 2.3032 2.8665 -7.4274
H 0.5344 2.4493 -6.8877
H 1.8249 3.2482 -5.6232
H 4.3250 -0.7790 -1.2344
H 4.6379 -0.1779 -2.9662
H 3.5815 1.8689 -0.6071
H 4.5871 3.6601 -1.9923
H 5.2224 2.5380 -3.3677
H 3.2926 2.8588 -3.1298
H 5.8757 2.2174 -0.4327
H 2.4569 0.2537 0.3133
H 0.9245 1.2503 0.7875
H 2.3602 -1.1032 2.6371
H 0.7313 -0.2916 3.0838
H 2.8424 0.7794 4.1437
H 3.6032 1.2313 2.4725
H 2.4751 5.1571 -0.9734
H -0.0323 6.1192 -2.1821
H -1.0243 4.4196 2.0564
H -0.6312 -1.6007 1.9883
H -1.7219 -1.7423 0.4096
H -2.1569 0.9304 0.1395
H -2.3302 0.4732 3.6962
H -2.5785 -0.7722 2.5935
C -6.3739 0.1505 -4.4753
C -5.7158 1.4822 -4.1196
N -5.3194 1.5948 -2.7138
C -4.9494 2.9594 -2.3247
C -3.7193 3.5729 -2.9853
C -4.4409 0.5418 -2.2002
C -3.1009 0.3345 -2.9000
H -7.2367 -0.0491 -3.8320
H -6.7252 0.1759 -5.5111
H -5.6731 -0.6855 -4.3919
H -6.4510 2.2656 -4.3430
H -4.8667 1.6444 -4.7941
H -4.8247 3.0054 -1.2352
H -5.8059 3.6142 -2.5329
H -2.7948 3.1599 -2.5782
H -3.6968 4.6517 -2.7899
H -3.7164 3.4412 -4.0705
H -4.9887 -0.4082 -2.2308
H -4.2568 0.7065 -1.1306
H -3.1872 0.3512 -3.9889
H -2.6897 -0.6429 -2.6227
H -2.3673 1.0840 -2.5959
C -5.3831 -4.3020 -2.7244
C -4.4533 -5.3807 -3.2768
N -4.2703 -6.5258 -2.3816
C -3.1752 -7.4109 -2.7911
C -3.3215 -8.1473 -4.1186
C -5.4892 -7.2072 -1.9409
C -6.4081 -7.7794 -3.0164
H -5.0455 -3.9527 -1.7436
H -5.3967 -3.4427 -3.4013
H -6.4132 -4.6590 -2.6343
H -3.4797 -4.9021 -3.4416
H -4.8232 -5.6912 -4.2611
H -2.9866 -8.1464 -1.9985
H -2.2559 -6.8122 -2.8371
H -4.0235 -8.9795 -4.0428
H -2.3546 -8.5746 -4.4103
H -3.6417 -7.4889 -4.9304
H -6.0750 -6.5058 -1.3341
H -5.2279 -8.0098 -1.2390
H -6.5592 -7.0911 -3.8512
H -7.3940 -7.9860 -2.5844
H -6.0297 -8.7259 -3.4079
C 3.5093 4.0844 9.8676
C 3.3575 4.3250 8.3669
N 1.9669 4.3729 7.9084
C 1.8372 4.3252 6.4485
C 2.4081 5.4930 5.6506
C 1.0946 5.3391 8.5791
C 1.5018 6.8090 8.5357
H 2.9876 3.1734 10.1774
H 4.5678 3.9680 10.1188
H 3.1280 4.9244 10.4557
H 3.8672 3.4945 7.8624
H 3.9030 5.2383 8.1017
H 0.7802 4.1987 6.1815
H 2.3235 3.4061 6.0958
H 1.7735 6.3781 5.7214
H 2.4575 5.2232 4.5889
H 3.4210 5.7594 5.9636
H 1.0014 5.0452 9.6320
H 0.0735 5.2458 8.1872
H 2.5660 6.9574 8.7329
H 0.9498 7.3652 9.3021
H 1.2571 7.2668 7.5750
*
```

These are the Mulliken partial charges, in e, on atoms 1 to 6: atom 1 (C): -0.999, atom 2 (C): -0.434, atom 3 (C): -0.441, atom 4 (C): -0.041, atom 5 (O): -0.260, atom 6 (C): 1.798

=====

This record from the Open Molecules 2025 dataset describes a structure of composition C55H48NOP2ScSiTe. The level of theory is ωB97M-V/def2-TZVPD.

Computed properties:
energy above the lowest of the compared OMol25 structures with the same formula, charge and spin	0.0	kcal/mol
LUMO energy	-5.7	eV
frontier orbital gap	7.728	eV

Structure (ORCA input):
```
! RIJCOSX wB97M-V def2-TZVPD def2/J DEFGRID3
* xyz 2 1
Sc -0.1601 -0.3387 -0.5837
C 3.4021 -1.1917 2.3692
N 2.2661 -1.0784 1.4373
P 2.4484 -0.9594 -0.2339
C 3.8036 0.1649 -0.5324
C 3.5349 1.5313 -0.4150
C 4.5631 2.4498 -0.5395
C 5.8559 2.0044 -0.7940
C 6.1225 0.6483 -0.9234
C 5.0978 -0.2785 -0.7937
C 2.8971 -2.5801 -0.8788
C 2.9983 -3.7084 -0.0699
C 3.2942 -4.9417 -0.6366
C 3.4867 -5.0513 -2.0055
C 3.3804 -3.9288 -2.8195
C 3.0841 -2.6976 -2.2587
P 0.6398 -1.1148 1.8870
C 0.3382 -2.7108 2.6540
C 0.4267 -2.9119 4.0341
C 0.3118 -4.1893 4.5591
C 0.1166 -5.2742 3.7131
C 0.0446 -5.0871 2.3395
C 0.1539 -3.8089 1.8148
C 0.3889 0.1558 3.1275
C 1.2512 1.2513 3.1515
C 1.0426 2.2757 4.0618
C -0.0424 2.2263 4.9259
C -0.9206 1.1515 4.8856
C -0.7069 0.1144 3.9912
H 3.9144 -0.2348 2.4681
H 4.1140 -1.9365 2.0143
H 3.0427 -1.5026 3.3492
H 2.5262 1.8817 -0.2218
H 4.3532 3.5074 -0.4475
H 6.6607 2.7203 -0.8963
H 7.1297 0.3098 -1.1255
H 5.3075 -1.3362 -0.8993
H 2.8347 -3.6352 0.9980
H 3.3797 -5.8162 -0.0054
H 3.7238 -6.0121 -2.4423
H 3.5359 -4.0139 -3.8865
H 3.0243 -1.8224 -2.8996
H 0.5835 -2.0748 4.7035
H 0.3799 -4.3404 5.6278
H 0.0264 -6.2698 4.1272
H -0.1005 -5.9294 1.6763
H 0.1099 -3.6841 0.7386
H 2.0885 1.3049 2.4662
H 1.7285 3.1116 4.0932
H -0.2027 3.0265 5.6363
H -1.7656 1.1155 5.5597
H -1.3917 -0.7256 3.9766
O -0.0081 1.4116 -0.1718
Si -0.2627 2.8771 -1.0082
C 0.0185 2.3950 -2.7916
C -0.1268 3.3502 -3.8040
C 0.0497 3.0266 -5.1414
C 0.3635 1.7270 -5.5157
C 0.4967 0.7470 -4.5447
C 0.3225 1.1010 -3.2135
C 0.9523 4.1001 -0.3637
C 1.8652 4.7758 -1.1769
C 2.7716 5.6778 -0.6332
C 2.7829 5.9084 0.7340
C 1.8917 5.2356 1.5612
C 0.9854 4.3390 1.0169
C -2.0183 3.3808 -0.7674
C -3.0478 2.6457 -1.3654
C -4.3756 2.9997 -1.1919
C -4.6965 4.1088 -0.4186
C -3.6927 4.8599 0.1725
C -2.3629 4.4994 -0.0034
H -0.3912 4.3708 -3.5487
H -0.0627 3.7917 -5.8979
H 0.4976 1.4792 -6.5599
H 0.7326 -0.2719 -4.8223
H 0.4987 0.2795 -2.5031
H 1.8781 4.6022 -2.2467
H 3.4645 6.2045 -1.2764
H 3.4825 6.6179 1.1565
H 1.8974 5.4269 2.6268
H 0.2941 3.8254 1.6771
H -2.8199 1.7998 -2.0119
H -5.1581 2.4255 -1.6691
H -5.7327 4.3957 -0.2930
H -3.9447 5.7331 0.7595
H -1.5896 5.1073 0.4500
Te -2.8088 -1.0906 0.5439
C -4.4985 -0.5338 -0.5613
C -4.5657 -0.7769 -1.9289
C -5.7296 -0.4618 -2.6132
C -6.8080 0.0929 -1.9325
C -6.7265 0.3353 -0.5704
C -5.5659 0.0211 0.1289
C -2.8545 -3.1304 0.0772
C -2.2838 -3.6070 -1.0999
C -2.3257 -4.9652 -1.3863
C -2.9487 -5.8368 -0.5035
C -3.5243 -5.3566 0.6648
C -3.4746 -4.0017 0.9643
H -3.7323 -1.2179 -2.4619
H -5.8002 -0.6511 -3.6760
H -7.7173 0.3315 -2.4676
H -7.5701 0.7629 -0.0451
H -5.5116 0.2098 1.1930
H -1.8226 -2.9319 -1.8153
H -1.8864 -5.3391 -2.3017
H -2.9949 -6.8934 -0.7308
H -4.0142 -6.0394 1.3461
H -3.9144 -3.6400 1.8847
*
```

These are the Mulliken partial charges, in e, on atoms 1 to 6: atom 1 (Sc): -1.149, atom 2 (C): -1.070, atom 3 (N): 0.405, atom 4 (P): 1.276, atom 5 (C): 0.173, atom 6 (C): 0.358